# 1
# C19H28N2O4S

A single C19H28N2O4S molecule (ωB97M-V with the def2-TZVPD basis set, the OMol25 dataset).

```
54
Properties=species:S:1:pos:R:3:nbo_charge:R:1
C -0.87 -4.33 0.33 -0.62
C -0.93 -3.00 1.07 -0.39
C -0.01 -1.94 0.45 -0.15
N -0.32 -1.75 -0.95 -0.88
S -0.46 -0.19 -1.51 2.33
O -0.56 -0.28 -2.94 -0.93
O 0.58 0.65 -0.96 -0.98
C -2.01 0.28 -0.78 -0.41
C -3.15 -0.43 -1.14 -0.14
C -4.35 -0.11 -0.56 -0.26
C -4.43 0.93 0.38 0.34
O -5.66 1.16 0.89 -0.48
C -5.83 2.19 1.83 -0.26
C -3.28 1.63 0.73 -0.33
C -2.07 1.30 0.14 -0.09
C 1.48 -2.26 0.69 0.67
O 1.85 -3.18 1.38 -0.63
N 2.30 -1.42 0.03 -0.64
C 3.74 -1.47 0.19 -0.21
C 4.25 -0.40 1.17 -0.44
C 3.86 0.99 0.71 0.00
C 4.46 1.57 -0.31 -0.19
C 4.08 2.90 -0.88 -0.43
C 2.70 3.32 -0.38 -0.40
C 2.62 3.13 1.13 -0.39
C 2.71 1.64 1.44 -0.43
H 0.15 -4.72 0.35 0.23
H -1.52 -5.05 0.82 0.22
H -1.20 -4.22 -0.70 0.20
H -1.95 -2.62 1.07 0.20
H -0.61 -3.15 2.11 0.23
H -0.21 -0.97 0.93 0.23
H 0.14 -2.37 -1.59 0.42
H -3.06 -1.22 -1.87 0.24
H -5.26 -0.64 -0.82 0.23
H -6.89 2.19 2.08 0.21
H -5.25 2.01 2.74 0.18
H -5.56 3.17 1.41 0.18
H -3.31 2.43 1.44 0.23
H -1.17 1.83 0.39 0.23
H 1.92 -0.60 -0.42 0.43
H 3.99 -2.47 0.57 0.23
H 4.20 -1.32 -0.79 0.19
H 5.33 -0.49 1.23 0.22
H 3.83 -0.60 2.15 0.21
H 5.30 1.08 -0.80 0.19
H 4.09 2.85 -1.97 0.21
H 4.83 3.65 -0.58 0.20
H 1.94 2.70 -0.86 0.22
H 2.50 4.37 -0.65 0.20
H 1.69 3.54 1.52 0.20
H 3.45 3.65 1.60 0.19
H 2.82 1.48 2.51 0.21
H 1.78 1.15 1.12 0.22
```

Summary:
* SMILES: CC[C@H](NS(=O)(=O)c1ccc(OC)cc1)C(=O)NCCC1=CCCCC1
* energy above the lowest of the compared OMol25 structures with the same formula, charge and spin: 39.6 kcal/mol
* F_max: 0.8 eV/A
* gap between HOMO and LUMO: 9.214 eV

# 2
# C19H28N2O7

2 unconnected molecules or ions with the total composition C19H28N2O7 (ωB97M-V with the def2-TZVPD basis set, the OMol25 dataset).

```
56
Properties=species:S:1:pos:R:3:nbo_charge:R:1
C -1.61 -7.05 2.59 -0.25
O -2.62 -6.18 2.06 -0.50
C -2.34 -4.84 1.95 0.31
C -3.39 -4.01 1.57 -0.27
C -3.22 -2.63 1.44 -0.13
C -1.97 -2.02 1.66 -0.08
C -1.82 -0.49 1.53 -0.17
C -2.67 0.14 2.67 0.81
O -3.84 0.43 2.45 -0.61
O -2.09 0.33 3.88 -0.68
C -2.32 -0.04 0.13 -0.42
C -2.08 1.45 -0.11 -0.07
O -0.69 1.76 0.03 -0.57
C -0.17 1.46 1.33 -0.07
C -0.34 -0.03 1.64 -0.42
C -0.90 -2.87 2.05 -0.13
C -1.09 -4.25 2.19 -0.32
H -2.01 -8.06 2.68 0.20
H -1.29 -6.72 3.58 0.18
H -0.74 -7.08 1.92 0.18
H -4.37 -4.45 1.39 0.23
H -4.08 -2.03 1.17 0.22
H -2.80 0.69 4.44 0.50
H -3.38 -0.25 0.00 0.23
H -1.78 -0.61 -0.64 0.22
H -2.41 1.71 -1.12 0.20
H -2.68 2.05 0.59 0.18
H -0.69 2.07 2.09 0.17
H 0.89 1.72 1.37 0.21
H 0.27 -0.58 0.92 0.22
H 0.06 -0.23 2.64 0.23
H 0.09 -2.48 2.26 0.21
H -0.23 -4.85 2.48 0.22
C 3.23 5.07 -4.32 -0.42
N 2.96 3.97 -3.39 -0.62
C 2.83 4.10 -2.06 0.66
O 2.95 5.18 -1.50 -0.65
C 2.50 2.86 -1.21 -0.15
C 3.78 2.20 -0.70 -0.07
O 3.48 1.11 0.17 -0.73
N 1.59 1.86 -1.81 -0.61
C 1.78 1.11 -2.89 0.69
C 0.68 0.13 -3.22 -0.70
O 2.77 1.18 -3.61 -0.68
H 2.29 5.44 -4.73 0.19
H 3.73 5.89 -3.80 0.23
H 3.86 4.72 -5.13 0.20
H 2.88 3.03 -3.76 0.43
H 1.99 3.25 -0.33 0.24
H 4.37 1.84 -1.54 0.18
H 4.37 2.94 -0.15 0.18
H 4.30 0.64 0.35 0.48
H 0.73 1.70 -1.30 0.44
H 0.98 -0.46 -4.08 0.24
H 0.52 -0.52 -2.36 0.22
H -0.24 0.68 -3.45 0.23
```

Summary:
* SMILES: COc1ccc(C2(C(=O)O)CCOCC2)cc1.CNC(=O)[C@H](CO)NC(C)=O
* energy above the lowest of the compared OMol25 structures with the same formula, charge and spin: 0.0 kcal/mol
* F_max: 1.9 eV/A
* gap between HOMO and LUMO: 9.233 eV

# 3
# C19H28NO11W

A molecular structure, C19H28NO11W (ωB97M-V with the def2-TZVPD basis set, the OMol25 dataset).

```
60
Properties=species:S:1:pos:R:3:nbo_charge:R:1
W -1.07 0.62 0.10 1.81
C 0.47 -0.09 -2.82 -0.08
C 1.11 1.19 -2.35 -0.10
O 0.14 1.90 -1.53 -0.60
C 0.73 3.05 -0.87 -0.08
C 1.28 2.66 0.48 -0.11
O 0.16 2.11 1.21 -0.61
C 0.48 1.64 2.54 -0.09
C -0.69 1.92 3.48 -0.08
O -2.00 1.65 3.00 -0.51
C -2.69 2.68 2.36 -0.09
C -3.30 2.52 0.97 -0.10
O -2.34 2.41 -0.13 -0.57
C -3.05 2.42 -1.40 -0.09
C -2.98 1.11 -2.21 -0.09
O -2.47 0.02 -1.41 -0.56
C -2.31 -1.21 -2.18 -0.09
C -0.97 -1.80 -1.80 -0.10
O -0.01 -0.74 -1.64 -0.54
H 1.21 -0.72 -3.31 0.22
H -0.34 0.11 -3.52 0.17
H 1.37 1.82 -3.20 0.20
H 1.98 0.96 -1.74 0.26
H -0.09 3.77 -0.76 0.21
H 1.50 3.49 -1.50 0.22
H 1.64 3.55 1.01 0.21
H 2.05 1.90 0.41 0.27
H 1.32 2.24 2.90 0.20
H 0.77 0.60 2.48 0.23
H -0.64 2.95 3.85 0.18
H -0.55 1.26 4.34 0.22
H -2.10 3.61 2.37 0.18
H -3.59 2.89 2.96 0.21
H -3.73 3.52 0.97 0.21
H -4.04 1.73 0.87 0.21
H -2.59 3.20 -2.00 0.22
H -4.08 2.69 -1.20 0.22
H -2.31 1.24 -3.06 0.19
H -3.97 0.85 -2.57 0.22
H -2.37 -0.96 -3.24 0.19
H -3.13 -1.88 -1.92 0.23
H -0.64 -2.52 -2.54 0.22
H -1.00 -2.28 -0.82 0.26
O -1.70 -0.22 1.38 -0.64
O 2.23 -0.14 0.09 -0.78
C 1.66 -1.19 0.46 0.80
O 0.43 -1.30 0.72 -0.75
C 2.48 -2.44 0.60 -0.17
C 3.86 -2.42 0.38 -0.14
C 4.61 -3.58 0.49 -0.21
C 4.00 -4.78 0.80 -0.20
C 2.63 -4.79 1.00 0.08
C 1.86 -3.64 0.91 -0.18
N 1.96 -6.07 1.32 0.52
O 2.66 -7.05 1.42 -0.37
O 0.76 -6.05 1.45 -0.38
H 4.32 -1.47 0.14 0.24
H 5.68 -3.55 0.32 0.23
H 4.56 -5.70 0.88 0.25
H 0.80 -3.68 1.09 0.26
```

Summary:
* total charge: +1
* energy above the lowest of the compared OMol25 structures with the same formula, charge and spin: 40.9 kcal/mol
* F_max: 1.7 eV/A
* gap between HOMO and LUMO: 7.530 eV

# 4
# C19H28NPSnTe

A molecular structure, C19H28NPSnTe (ωB97M-V with the def2-TZVPD basis set, the OMol25 dataset).

```
51
Properties=species:S:1:pos:R:3:nbo_charge:R:1
C -2.57 0.21 -3.82 -0.16
C -2.44 -1.02 -3.18 -0.19
C -1.83 -1.11 -1.91 -0.05
C -1.47 0.07 -1.24 -0.30
C -1.43 1.27 -1.98 -0.13
C -2.03 1.35 -3.24 -0.20
C -1.68 -2.51 -1.37 -0.44
C -0.26 -3.13 -1.27 -0.20
N 0.88 -2.26 -1.23 -0.47
Sn -1.59 0.43 0.97 0.93
C -0.80 2.54 -1.43 -0.75
P 0.94 2.35 -0.93 1.33
H -2.82 -1.94 -3.64 0.24
H -2.08 2.32 -3.74 0.23
H -3.08 0.27 -4.78 0.25
H -1.35 2.93 -0.55 0.26
H -0.80 3.33 -2.20 0.29
H -2.17 -2.61 -0.39 0.19
H -2.22 -3.18 -2.05 0.24
H -0.23 -3.74 -0.36 0.21
C 1.49 3.83 -0.06 -0.97
C 1.94 2.07 -2.39 -0.98
H -0.13 -3.80 -2.15 0.20
C 1.35 -1.64 -2.43 -0.41
C 1.89 -2.55 -0.24 -0.39
H -0.06 1.27 1.31 -0.23
H 1.85 -2.37 -3.11 0.20
H 0.53 -1.17 -2.98 0.20
H 2.10 -0.87 -2.18 0.18
H 2.50 -3.43 -0.53 0.20
H 2.57 -1.70 -0.14 0.20
H 1.40 -2.75 0.72 0.18
H 2.13 3.01 -2.91 0.29
H 2.90 1.63 -2.07 0.28
H 1.44 1.37 -3.07 0.29
H 1.57 4.67 -0.76 0.29
H 0.77 4.08 0.74 0.28
H 2.47 3.62 0.39 0.29
H 1.05 1.23 -0.04 0.04
Te -1.19 -1.95 2.34 0.69
C -0.55 -0.96 4.10 -0.30
C -1.37 0.03 4.68 -0.25
C -0.83 0.88 5.65 -0.18
C 0.49 0.70 6.08 -0.16
C 1.28 -0.34 5.55 -0.18
C 0.75 -1.19 4.57 -0.23
H -2.40 0.14 4.33 0.23
H -1.43 1.69 6.06 0.25
H 0.91 1.37 6.84 0.25
H 2.30 -0.48 5.90 0.25
H 1.33 -2.01 4.14 0.23
```

Summary:
* total charge: +2
* energy above the lowest of the compared OMol25 structures with the same formula, charge and spin: 0.0 kcal/mol
* F_max: 1.9 eV/A
* gap between HOMO and LUMO (alpha / beta): 4.371 / 4.143 eV